16
Properties=species:S:1:pos:R:3:nbo_charge:R:1 method="wB97M-V/def2-TZVPD" e_tot_ev=-8404.520 spin_multiplicity=1 max_force_ev_per_a=1.188 gap_ev=9.305 homo_energy_ev=-8.6 e_lumo_ev=0.74 smiles="C/C=C(/C)O.O"
H -0.99593 1.03774 2.56124 0.22
H -1.05547 1.50013 -1.88463 0.48
C -0.02840 0.60173 2.38710 -0.65
H 0.85358 1.12396 -0.59354 0.49
H 0.74135 1.34270 2.63513 0.22
H 0.17190 -0.28126 2.99482 0.22
H -0.51357 -1.31697 -1.63619 0.22
H 1.14365 -1.14855 -1.48350 0.21
H -1.02940 1.10040 -3.36556 0.47
C 0.11844 -0.97239 0.47322 -0.30
O 0.26072 1.37067 0.13510 -0.71
H 0.40655 -2.59052 -0.85960 0.22
C 0.12736 0.26200 0.93384 0.32
C 0.28997 -1.51192 -0.90754 -0.66
H -0.02641 -1.75336 1.20864 0.20
O -0.46434 1.23564 -2.59855 -0.95